# 1
Molecular formula: C7H11N3O2
Method: DFT, ωB97M-V/def2-TZVPD

As for the structure (SMILES): [H]/N=C\C(N)(N)/C=C\C=C=C(O)O.

```
! wB97M-V def2-TZVPD RIJCOSX def2/J DEFGRID3
* xyz 0 1
H 0.555 1.059 0.772
N -0.104 1.664 1.154
C -1.308 1.342 0.800
C -1.683 0.123 -0.076
N -3.193 0.156 -0.245
N -1.167 0.286 -1.498
C -1.188 -0.953 0.787
C -0.092 -1.706 0.693
C 1.106 -1.716 -0.201
C 2.045 -0.872 -0.282
C 2.906 0.128 -0.182
O 4.023 -0.004 0.603
O 2.778 1.281 -0.833
H -2.121 1.929 1.266
H -3.497 -0.685 -0.887
H -3.482 1.069 -0.836
H -0.971 -0.568 -1.866
H -0.303 0.890 -1.571
H -1.927 -1.088 1.610
H -0.035 -2.616 1.310
H 1.101 -2.498 -0.957
H 4.389 0.848 0.809
H 2.169 1.931 -0.368
*
```

=====

# 2
Molecular formula: C36H25Cl3CrN4O6Si
Method: DFT, ωB97M-V/def2-TZVPD

As for the expectation value of S²: 0.769.

```
! wB97M-V def2-TZVPD RIJCOSX def2/J DEFGRID3
* xyz -1 2
Cr -0.019 0.026 1.076
Cl -3.566 4.928 -1.851
C -2.238 3.986 -1.253
C -2.446 2.647 -0.968
C -1.399 1.867 -0.491
N -1.508 0.547 -0.024
C -2.690 -0.118 0.062
O -3.730 0.102 -0.537
C -2.611 -1.207 1.086
C -3.690 -2.041 1.315
C -3.603 -2.985 2.319
C -2.438 -3.034 3.070
C -1.406 -2.169 2.771
N -1.469 -1.270 1.785
C -0.108 2.418 -0.363
C 0.069 3.773 -0.613
C -0.989 4.553 -1.050
Cl -0.713 6.240 -1.347
N 0.904 1.537 0.079
C 2.166 1.771 -0.332
O 2.550 2.640 -1.113
C 3.206 0.855 0.273
C 4.537 1.064 -0.078
C 5.507 0.247 0.469
C 5.113 -0.743 1.359
C 3.764 -0.881 1.639
N 2.820 -0.110 1.103
H -3.424 2.214 -1.106
H -4.566 -1.920 0.695
H -4.423 -3.664 2.514
H -2.316 -3.743 3.877
H -0.497 -2.187 3.346
H 1.034 4.232 -0.475
H 4.761 1.861 -0.772
H 6.550 0.379 0.212
H 5.833 -1.405 1.821
H 3.423 -1.650 2.320
O -1.117 0.339 4.242
Cl -0.010 1.027 3.656
O 0.707 1.774 4.627
O 0.893 0.028 3.042
O -0.465 1.864 2.570
C -3.029 -4.736 -0.973
C -2.800 -3.534 -1.633
C -1.682 -2.777 -1.321
C -0.764 -3.185 -0.346
C -1.013 -4.396 0.299
C -2.129 -5.166 -0.010
Si 0.742 -2.034 0.005
C 1.909 -3.166 1.048
C 2.554 -4.280 0.505
C 3.375 -5.098 1.270
C 3.584 -4.822 2.613
C 2.974 -3.710 3.175
C 2.157 -2.898 2.398
C 1.468 -2.101 -1.779
C 1.506 -3.308 -2.488
C 2.019 -3.384 -3.774
C 2.486 -2.240 -4.406
C 2.413 -1.023 -3.748
C 1.908 -0.963 -2.454
H -3.902 -5.332 -1.210
H -3.492 -3.191 -2.393
H -1.513 -1.843 -1.850
H -0.318 -4.751 1.054
H -2.296 -6.108 0.501
H 2.426 -4.515 -0.543
H 3.856 -5.954 0.812
H 4.228 -5.458 3.208
H 3.151 -3.457 4.214
H 1.755 -2.001 2.844
H 1.098 -4.207 -2.037
H 2.044 -4.338 -4.289
H 2.876 -2.292 -5.416
H 2.739 -0.117 -4.243
H 1.823 -0.001 -1.980
*
```

=====

no.,electronic energy (Ha)
1,-587.91816
2,-4771.78166